(1)
ORCA calculation (ωB97M-V/def2-TZVPD) on a molecular structure, C50H46F4N5O3PS2SbSe4W.

Structure (XYZ):
```
117
Properties=species:S:1:pos:R:3:forces:R:3:mulliken_spin:R:1
C -1.374347 2.957293 3.584803 0.0 0.0 0.1 0.008
O 0.928093 0.638014 -0.700013 -0.2 0.3 -0.1 0.036
H -6.103944 2.099496 0.781195 0.0 0.0 0.0 0.000
N 4.788044 -0.628130 -0.445753 -0.1 0.0 0.0 0.003
H 2.517114 -8.024179 -1.388598 0.0 0.0 0.0 0.000
H -1.171424 5.596743 4.863359 0.0 0.0 0.0 0.000
Sb -1.816203 1.013366 -2.037384 0.3 0.3 0.0 0.041
H -4.275291 1.467312 4.515981 0.0 0.0 0.0 0.000
C -1.788878 6.096929 4.124747 0.1 0.0 0.1 -0.001
H 4.412746 -6.469665 -1.403012 0.0 0.1 -0.1 0.000
C -2.342996 1.044947 5.359611 -0.1 0.0 0.0 0.000
H 5.335720 1.365884 -0.513085 0.0 0.0 0.0 0.000
C -0.510345 2.316711 4.459740 0.0 0.1 0.1 -0.002
C -4.583510 -0.230792 -1.898282 -0.1 0.0 -0.1 0.002
C 5.046542 -6.802746 0.511446 0.0 -0.1 0.0 0.000
H -4.189009 -0.869494 -2.682364 0.0 0.0 0.0 0.000
H 2.892978 -8.242175 0.326906 0.0 0.0 0.0 0.000
Se 1.088214 2.591079 -3.195002 0.3 -0.1 0.1 0.252
H 1.625664 -5.876292 -1.026382 0.0 0.1 -0.1 0.000
N -0.313115 -0.863607 3.332957 0.1 -0.1 -0.2 0.000
C 0.040811 -1.174432 -2.999347 0.0 0.0 0.0 -0.022
C -0.992309 1.357500 5.340204 0.0 0.1 0.1 0.001
O 3.829779 3.502893 -0.547615 0.3 0.3 0.0 0.002
C 4.175564 -5.680561 1.115552 0.0 0.0 0.1 0.000
O 1.793924 2.853274 0.161241 -0.3 0.7 -0.4 0.036
C -3.786424 0.754649 -1.315812 0.0 -0.2 0.1 -0.020
H -0.787174 -1.565966 3.867873 -0.1 0.0 0.1 0.000
C 6.664405 -1.288889 -1.921462 0.1 0.0 0.0 0.000
C 6.198698 -1.029175 -0.500300 -0.1 -0.1 0.0 0.000
H 1.427006 -2.597094 -3.849761 0.0 0.0 0.0 0.000
C 0.990802 -0.451976 3.492132 0.0 -0.1 0.0 0.000
C 3.997717 -2.933950 -0.242463 -0.1 0.0 0.0 0.000
H 2.016775 1.199393 2.452106 0.0 0.0 0.0 0.000
H -0.310465 0.862752 6.022540 0.0 0.0 0.0 0.000
C 3.009459 2.662021 -0.337549 0.0 -0.7 0.1 -0.006
C -5.657673 1.449921 0.039729 0.0 0.0 0.0 0.002
H -2.612573 5.930824 0.847811 0.0 0.0 0.0 0.006
Se -1.878025 4.190852 -2.517177 0.2 -0.1 0.1 0.118
H 3.628899 -6.060145 1.988704 0.0 0.0 0.0 0.000
H -2.940120 -0.591137 2.695385 0.0 0.0 0.0 0.000
C 2.967636 -3.822786 0.013660 -0.2 0.1 0.0 -0.001
C -2.732086 2.646404 3.611814 0.0 0.1 0.0 0.000
H 4.995505 -3.327175 -0.386512 0.0 0.0 0.0 0.000
C 3.231364 1.195409 -0.479075 0.2 -0.1 -0.2 0.011
H 5.120051 -7.672072 1.161186 0.0 0.0 0.0 0.000
H 6.544652 -0.397982 -2.538701 0.0 0.0 0.0 0.000
H 6.047836 -6.474186 0.240549 0.0 0.1 0.0 0.000
H 0.541632 2.575279 4.435382 0.0 0.0 0.0 0.000
H -0.541121 0.800479 -4.978722 -0.1 0.0 0.0 0.013
Se -0.931104 6.215321 -2.023595 0.0 -0.1 0.0 0.344
S -1.522213 3.539269 0.603248 0.0 -0.1 0.0 0.019
H 4.856422 -8.048055 -1.167289 0.0 -0.1 0.0 0.000
N 3.257302 -5.212401 0.091492 0.2 0.1 -0.1 0.000
C -2.592030 6.291698 1.868776 0.0 -0.1 -0.1 0.006
C 2.227434 -6.202130 -0.183635 -0.1 0.0 0.1 0.000
F -3.615453 2.186157 -7.898390 0.0 0.0 0.0 0.000
S 1.136017 4.596232 2.626725 0.1 0.0 0.1 0.016
H -2.367734 -0.870396 1.044888 0.0 0.0 0.0 0.002
C -1.811743 5.634759 2.810451 0.0 0.0 -0.1 0.003
P -0.750057 4.210385 2.405655 -0.2 -0.1 0.2 -0.007
C -3.344323 7.399765 2.235773 0.0 0.0 0.0 -0.009
H -2.518109 7.549658 5.514739 0.0 0.0 0.0 0.000
F 0.301203 -4.775080 -3.024758 0.0 0.0 0.1 0.000
C 1.666630 -3.309669 0.185717 0.4 0.1 -0.1 0.001
F 0.685119 -4.140739 0.574909 -0.2 -0.2 0.0 0.000
F -7.691454 0.307314 -0.171022 -0.1 0.0 0.0 0.000
C -1.133859 -0.991490 -2.267456 0.1 -0.1 -0.1 -0.008
C -1.795088 -2.109293 -1.772896 -0.2 0.1 0.0 0.003
H -2.721751 0.308398 6.058876 0.0 0.0 0.0 0.000
C -3.216402 1.696016 4.493278 0.0 0.0 0.1 0.001
C -3.322474 7.852954 3.545045 0.0 0.0 0.0 -0.001
W 0.240750 2.761662 -1.019636 -0.6 0.0 -0.7 0.723
C -1.323659 -3.391919 -2.022903 0.1 -0.1 0.0 0.000
C -2.541994 7.197187 4.490972 0.0 0.1 0.0 0.000
C -0.876459 -0.087559 2.368419 0.1 0.1 0.0 0.006
C -2.400722 1.386652 -4.052402 -0.1 0.0 -0.2 -0.028
C 4.491203 0.686182 -0.491022 0.1 0.1 0.1 0.004
C 2.925596 -7.541071 -0.504818 0.0 -0.1 0.0 0.000
C -5.904848 -0.393861 -1.515210 0.0 0.1 0.1 0.000
C 1.155767 0.565349 2.601011 0.0 0.0 0.0 0.003
C 1.386167 -1.992280 -0.025485 0.2 0.0 0.0 0.003
C -3.671425 1.899056 -4.310168 -0.1 0.0 0.2 0.012
C 2.434455 -1.101229 -0.301010 -0.4 0.1 0.0 -0.006
H -5.074277 2.585086 -5.801973 0.0 0.0 0.0 0.000
H -3.731158 2.372059 0.097199 0.0 0.0 0.0 -0.006
Se 0.946494 5.313538 -1.156620 0.1 0.0 0.4 0.405
C -1.948509 1.426832 -6.432540 -0.2 0.1 0.0 0.002
H -3.948123 7.906609 1.493109 0.0 0.0 0.0 0.000
H -1.291693 1.257400 -7.274851 0.0 0.0 0.0 0.000
C -1.548836 1.166276 -5.133551 0.2 -0.1 0.1 0.009
H -4.360765 2.101843 -3.499694 0.0 0.0 0.0 -0.004
H 6.325357 -1.904601 0.134665 0.0 0.0 0.0 0.000
C -3.219684 1.929972 -6.640915 0.0 0.0 0.0 -0.002
H 6.770956 -0.232071 -0.030533 0.0 0.0 -0.1 0.000
H -3.910627 8.715882 3.831958 0.0 0.0 0.0 0.000
C 3.756953 -1.551452 -0.326528 0.1 -0.2 0.0 0.001
N 4.375430 -7.255190 -0.752779 -0.1 0.1 0.1 0.000
C 0.526998 -2.444823 -3.268406 -0.1 0.0 0.0 0.006
H 6.092220 -2.095140 -2.384769 0.0 0.0 0.0 0.000
H 0.603056 -0.312431 -3.344372 0.0 0.0 0.0 -0.001
H 1.641140 -0.881514 4.236263 0.0 0.0 0.0 0.000
H 4.808677 -4.867042 1.455579 0.0 0.0 0.0 0.000
C -6.412520 0.455100 -0.546264 0.0 -0.1 -0.1 0.000
H -2.632473 0.780868 1.622922 0.0 0.0 0.0 0.003
H 7.719489 -1.564775 -1.928102 0.0 0.0 0.0 0.000
C -4.092414 2.178432 -5.600117 0.1 0.0 -0.1 0.003
H -2.708486 -2.000700 -1.197709 0.1 0.0 0.0 0.001
H 1.558488 -6.360906 0.666670 0.0 0.0 0.0 0.000
H -3.415836 3.156667 2.940508 0.0 0.0 0.0 -0.001
H -1.834449 -4.269637 -1.649508 0.0 0.0 0.0 0.000
C -2.285070 -0.208691 1.911368 0.0 -0.1 0.0 -0.012
C -0.176481 -3.523712 -2.774046 0.1 -0.1 0.0 0.000
H -6.541279 -1.147822 -1.958544 0.0 0.0 0.0 0.000
H 0.372178 -1.619227 0.061839 0.1 0.0 0.0 0.000
C 2.117261 0.307702 -0.520007 -0.1 -0.1 0.3 -0.011
C -4.333609 1.592259 -0.350319 0.0 0.1 0.0 0.028
N -0.010169 0.781554 1.909546 0.1 -0.2 -0.1 0.012
```
Forces are in eV/Å.

Output
* maximum force: 0.91 eV/Å
* total charge: +1
* HOMO-LUMO gap (alpha / beta): 4.848 / 5.144 eV
* 2S+1: 3
* calculated total energy: -377763.947 eV

***

(2)
ORCA calculation (ωB97M-V/def2-TZVPD) on a molecular structure, C50H46IN3NbO7P3 at a distorted geometry.

Structure (XYZ):
```
111
Properties=species:S:1:pos:R:3:forces:R:3:lowdin_charge:R:1
H 1.232458 5.881162 0.466246 0.4 -0.8 0.6 0.130
H 0.209176 5.490970 2.755223 -0.5 0.9 0.1 0.104
H 6.577425 1.530653 -2.051293 -1.3 0.3 0.4 0.143
C 2.237775 -2.057439 3.258558 2.2 -1.3 3.2 -0.586
H -6.308808 1.421076 -2.237431 0.5 0.6 -0.3 0.110
H -4.238746 -4.759841 -0.398492 -0.9 -0.3 -0.1 0.113
H 2.905156 -5.274327 -3.865709 -0.3 0.0 1.0 0.146
P -3.587624 0.903811 -1.779563 0.2 -0.1 -0.6 0.888
C 5.050944 1.009167 -3.533255 -2.1 -1.7 3.5 -0.117
C -4.723951 0.105040 -0.521851 0.0 -1.4 -1.2 -0.308
C 1.970026 3.815297 0.389144 -0.7 0.1 -0.2 -0.059
O 1.546082 -1.003484 -0.601602 0.0 -0.7 2.6 -0.105
C 1.276331 4.887576 0.965060 -0.2 0.1 0.5 -0.033
C -1.332166 3.025892 -3.143332 0.5 -1.8 -0.6 -0.363
H 5.303589 -3.385657 0.282831 0.4 -0.1 -0.2 0.082
H 5.320878 -0.176741 6.076148 -0.4 0.2 -0.3 0.129
C 3.861959 -1.108812 4.810668 -0.6 0.0 -0.1 0.022
H 3.475404 0.320454 -4.823661 0.0 0.0 0.4 0.128
C 4.608379 0.862155 -1.173796 0.2 -1.0 1.6 -0.006
H -5.055632 -4.994326 2.046963 0.5 0.6 -0.3 0.134
O 7.046402 1.511997 -4.559039 -4.0 -2.1 -0.5 0.075
C -4.455715 2.531000 -2.090286 1.4 0.4 0.1 -0.391
C -2.551309 -3.718731 0.080028 0.6 -0.5 1.2 -0.017
P 0.796351 0.609122 2.622886 0.9 0.6 0.7 1.046
H -3.545878 -4.044038 3.804239 0.1 0.1 -0.8 0.116
C 2.151797 0.351534 3.858792 -0.6 1.8 0.2 -0.305
O 3.199282 -0.753163 0.862535 -1.1 -0.2 -0.3 -0.060
C 2.522719 -3.901184 -0.292187 -0.5 -0.9 -0.5 -0.205
H 0.029554 -5.995357 -4.772756 0.2 0.5 0.3 0.120
H -5.219766 -0.803265 -0.996336 0.5 1.1 0.7 0.056
I -0.813027 -2.688136 3.974184 0.1 -0.3 -1.6 1.337
C 4.434631 -0.022269 5.446859 0.7 0.0 -0.6 -0.028
H -2.187597 5.730777 -3.775472 0.6 -0.3 0.5 0.062
O 2.480545 -3.219692 3.600094 -0.8 1.9 -1.1 0.018
C 3.772459 0.434452 -3.782058 0.3 1.2 0.4 0.025
H 4.854672 1.078209 -0.110267 0.0 -0.5 -0.8 0.137
H -1.805016 1.275217 1.693263 -0.2 -0.3 0.3 0.115
C -3.170513 0.804802 3.355369 0.5 0.5 -0.6 -0.045
C 2.747438 -0.883595 3.956677 1.3 -0.8 1.2 -0.259
O 5.503627 0.181941 -5.612097 1.8 2.6 2.7 0.065
H 2.623769 3.988345 -0.451231 -0.1 -0.1 -0.3 0.109
C 0.592172 4.685035 2.185857 0.5 -0.6 -1.0 -0.043
C -0.766070 0.634098 3.468613 -0.3 0.6 1.5 -0.495
H 2.218316 2.435640 4.649021 0.1 -0.3 -0.4 0.115
N 5.900531 0.918089 -4.643738 4.0 0.1 -3.2 -0.277
C 2.680865 1.449529 4.592416 1.0 -0.8 -0.7 -0.034
C 3.450779 0.049651 -1.419932 0.8 2.2 -1.0 -0.124
C -1.686083 5.706862 -2.777094 -1.1 0.0 -0.5 -0.305
H 4.214219 -2.148768 4.918086 -0.1 0.8 0.0 0.140
H -0.510963 -3.085089 -1.541608 -0.3 -0.7 1.0 0.138
C 3.942487 1.269597 5.184319 -0.9 0.8 1.3 -0.022
H 2.102409 1.563559 0.395606 -0.1 1.8 0.3 0.087
H -4.873895 0.018993 -3.824824 -0.6 -0.2 0.0 0.020
H 4.426365 2.183557 5.612775 -0.3 -1.1 -0.3 0.137
C 1.462470 -4.557401 -2.439296 0.6 1.0 2.0 -0.135
H -4.236061 5.971784 -2.213884 -0.3 -0.7 0.1 0.097
H -6.714007 5.695017 -2.266863 0.7 -0.7 -0.4 0.120
C 2.927995 0.052212 -2.743876 0.3 -0.5 0.7 0.028
H 4.655046 -4.763395 1.066047 0.3 -0.2 -0.5 0.093
Nb 1.255660 -1.805643 1.510874 -1.2 -2.8 -4.8 1.833
C 5.498247 1.261498 -2.150454 -0.1 -0.7 -3.7 0.060
C -1.903027 0.941633 2.734061 -0.7 -0.4 0.3 -0.090
C -0.831385 0.470900 4.885219 0.5 -0.3 -1.6 -0.173
H -1.649086 3.200847 -4.180177 0.0 0.3 0.2 0.055
N 3.841047 -4.844742 -2.055787 -0.4 -0.1 0.3 0.166
C -3.880833 -0.093340 -3.433219 0.8 0.9 2.0 -0.249
H 0.367470 -3.526283 -3.877119 -0.4 -0.4 0.1 0.148
C -3.282027 -3.956591 2.731590 -0.2 0.3 0.8 -0.131
C -6.640528 3.531272 -2.419747 0.8 0.4 -0.2 -0.072
O 2.414396 -3.403572 0.912711 -0.2 1.6 0.0 -0.170
H -3.600414 -1.117860 -3.128982 -0.3 0.3 -0.6 0.015
C 0.416627 3.420105 2.728269 1.2 0.0 -0.9 -0.080
C 0.111876 -3.349751 -0.656829 0.4 -0.5 -0.6 -0.006
C 1.737137 2.528853 0.860308 0.0 -1.3 1.0 -0.068
C -6.056686 4.797542 -2.318928 -0.2 0.2 0.2 -0.065
C 2.711150 -4.960083 -2.821575 0.7 0.4 -0.7 -0.025
H -1.634081 1.972190 -2.905674 0.5 0.9 -0.1 -0.038
H -2.321433 -3.574764 -0.958803 -0.1 -0.3 -0.2 0.098
H -4.052775 1.001183 2.729239 0.3 -0.3 0.5 0.115
N -0.297374 -3.006560 0.616747 2.1 0.5 -0.2 -0.096
H 0.109195 0.276344 5.419418 -0.6 0.3 0.0 0.109
C 3.797705 -4.377060 -0.837392 -0.6 -0.4 0.8 -0.230
H -4.203531 0.275820 5.203776 0.5 0.5 -0.3 0.127
H -0.075438 3.341592 3.667419 -0.5 -0.3 0.5 0.108
C 2.744156 -0.601857 -0.314961 -0.3 0.7 -0.7 -0.588
H -3.177701 0.333732 -4.149975 0.1 -0.3 0.0 0.019
C 0.995146 2.338288 2.053781 0.1 -0.5 -1.3 -0.340
H 1.897180 -0.281811 -2.954122 0.8 -0.1 0.1 0.132
C -3.797199 3.842521 -2.086415 -2.0 -1.1 -0.6 -0.404
O 0.763117 -5.499089 -4.372280 -1.2 -0.2 -0.3 -0.050
C 5.006385 -4.418631 0.072278 -0.1 -0.1 0.2 0.000
H -0.595129 -4.709184 -2.902752 -0.3 -0.3 -0.3 0.121
H -0.597099 5.827569 -2.879393 -0.4 0.1 0.1 0.038
H 5.859049 -5.053591 -0.321519 -1.2 0.9 0.4 0.119
H -5.483382 0.793508 -0.199606 -0.4 0.2 0.2 0.017
H -2.135605 0.321122 6.585978 0.0 -0.1 -1.3 0.138
C -4.161416 -4.422452 1.748958 0.6 -1.0 0.9 -0.044
C -3.243900 0.511134 4.714437 -0.3 -0.4 -0.2 -0.060
C -1.594810 -3.360879 1.047599 -1.9 0.5 0.0 -0.305
C 1.325375 -4.015829 -1.088941 0.3 1.6 0.1 -0.032
P -2.020802 4.108254 -1.890769 0.5 0.5 0.6 0.841
C -3.719689 -4.372035 0.446443 0.2 1.1 -0.9 -0.052
C -2.045881 -3.399569 2.402183 0.6 -0.2 -0.9 -0.546
H -0.224345 3.085051 -3.086702 -0.6 -0.1 -0.1 0.035
H -7.685980 3.384920 -2.670886 0.0 0.2 0.4 0.108
C -2.071327 0.417822 5.467811 -0.3 0.1 1.9 -0.110
C -4.650985 4.946589 -2.199979 -0.5 0.1 0.0 -0.104
H -4.137877 -0.241719 0.339946 -0.1 0.1 -0.2 -0.007
H -2.150963 6.544724 -2.252475 0.5 0.0 0.2 0.022
C 0.351405 -4.532723 -3.406070 0.7 -0.3 -1.2 -0.200
C -5.809242 2.411027 -2.293171 -1.2 0.1 0.2 -0.150
```
Forces are in eV/Å.

Output
* maximum force: 5.72 eV/Å
* total charge: +2
* HOMO-LUMO gap: 3.433 eV
* calculated total energy: -108895.227 eV